{
  "formula": "C45H111N5O13",
  "method": "the ωB97M-V functional and the def2-TZVPD basis",
  "symbols": ["C", "C", "C", "O", "H", "H", "H", "H", "H", "H", "H", "H", "C", "C", "C", "O", "H", "H", "H", "H", "H", "H", "H", "H", "C", "C", "C", "O", "H", "H", "H", "H", "H", "H", "H", "H", "C", "C", "C", "O", "H", "H", "H", "H", "H", "H", "H", "H", "C", "O", "C", "C", "N", "C", "C", "O", "C", "H", "H", "H", "H", "H", "H", "H", "H", "H", "H", "H", "H", "H", "H", "H", "C", "O", "C", "C", "N", "C", "C", "O", "C", "H", "H", "H", "H", "H", "H", "H", "H", "H", "H", "H", "H", "H", "H", "H", "C", "O", "C", "C", "N", "C", "C", "O", "C", "H", "H", "H", "H", "H", "H", "H", "H", "H", "H", "H", "H", "H", "H", "H", "C", "O", "C", "C", "N", "C", "C", "O", "C", "H", "H", "H", "H", "H", "H", "H", "H", "H", "H", "H", "H", "H", "H", "H", "C", "C", "C", "C", "C", "C", "N", "O", "C", "C", "C", "H", "H", "H", "H", "H", "H", "H", "H", "H", "H", "H", "H", "H", "H", "H", "H", "H", "H", "H"],
  "positions_angstrom": [[1.19152, -5.52274, -23.68355], [1.09922, -6.92276, -24.26822], [-0.11718, -7.66567, -23.72503], [0.88070, -6.74094, -25.69148], [0.23262, -5.02978, -23.87478], [1.97247, -4.90782, -24.12772], [1.31094, -5.53941, -22.59661], [2.05366, -7.43536, -24.12707], [-0.22023, -7.32359, -22.69240], [-0.08738, -8.74149, -23.86600], [-1.01907, -7.26678, -24.19253], [1.74119, -6.61057, -26.10411], [-3.87814, -6.46995, -25.31376], [-3.55275, -7.96602, -25.23497], [-3.68657, -8.47374, -23.80040], [-4.54970, -8.66382, -25.98233], [-3.01616, -5.90117, -24.95812], [-4.82307, -6.14955, -24.88468], [-3.97297, -6.22052, -26.37814], [-2.53779, -8.07957, -25.62343], [-4.66157, -8.33279, -23.33234], [-2.93521, -8.02638, -23.15023], [-3.54539, -9.55934, -23.80928], [-4.55371, -8.31963, -26.89658], [-7.07669, -12.72303, -25.95559], [-6.53142, -11.30970, -25.79259], [-6.98751, -10.76572, -24.46518], [-5.12105, -11.41199, -25.81137], [-8.16000, -12.77693, -25.82236], [-6.61792, -13.41315, -25.24890], [-6.91539, -13.09481, -26.97144], [-6.85279, -10.67357, -26.62822], [-6.81687, -11.46962, -23.64660], [-8.06169, -10.55624, -24.40256], [-6.49171, -9.82068, -24.22321], [-4.72262, -10.52630, -25.74304], [-7.86939, -6.81140, -25.99351], [-9.06428, -6.52002, -25.10219], [-10.03133, -7.68056, -24.99724], [-8.58956, -6.11764, -23.81241], [-7.47499, -5.88267, -26.41190], [-8.17652, -7.42454, -26.84164], [-7.06716, -7.31620, -25.45430], [-9.59089, -5.64471, -25.50317], [-9.62525, -8.57383, -24.52210], [-10.27139, -8.02013, -26.01352], [-11.01881, -7.40558, -24.62193], [-9.31292, -6.16512, -23.14914], [-2.62077, -4.89455, -29.73299], [-1.75754, -6.01823, -29.67737], [-0.83583, -6.05632, -28.60133], [0.09246, -4.84439, -28.64111], [0.96617, -4.95945, -29.82551], [1.47275, -3.65848, -30.25269], [2.09663, -3.86617, -31.64041], [2.26270, -2.63973, -32.31664], [2.75525, -2.85770, -33.61678], [-3.46223, -5.20660, -30.35666], [-2.16352, -4.05438, -30.25712], [-3.01826, -4.67357, -28.73899], [-0.32176, -7.01112, -28.60370], [-1.41312, -5.99261, -27.66756], [0.68501, -4.81180, -27.72175], [-0.45931, -3.89552, -28.67112], [0.34004, -5.31549, -30.54164], [2.14674, -3.19542, -29.54032], [0.60648, -3.02641, -30.50996], [1.55414, -4.59448, -32.25658], [3.06860, -4.37182, -31.51656], [3.01205, -1.89964, -34.05898], [2.03981, -3.38177, -34.25992], [3.64504, -3.49752, -33.60372], [-10.98093, -4.37508, -21.81050], [-10.29544, -5.61936, -21.71268], [-9.80421, -5.88441, -20.38882], [-8.93198, -7.13321, -20.28281], [-7.70050, -6.97509, -21.06227], [-6.76471, -8.06296, -20.84438], [-7.14221, -9.43783, -21.39771], [-8.04849, -10.20503, -20.63460], [-7.53533, -10.68076, -19.42205], [-10.39219, -3.65334, -22.38163], [-11.32130, -3.97223, -20.85877], [-11.84639, -4.61836, -22.43499], [-10.71733, -6.12611, -19.82806], [-9.30001, -5.03932, -19.91275], [-9.51107, -7.94008, -20.75294], [-8.81866, -7.32568, -19.21818], [-7.91675, -6.84940, -22.04320], [-6.56047, -8.20393, -19.77945], [-5.78694, -7.78604, -21.24665], [-6.23745, -10.03724, -21.57209], [-7.57450, -9.27765, -22.39050], [-6.55298, -11.16814, -19.54224], [-8.16898, -11.46714, -19.01595], [-7.39486, -9.83809, -18.73433], [-0.31464, -9.89522, -28.38867], [-1.44701, -9.31284, -28.97559], [-2.61857, -9.85475, -28.36698], [-3.84952, -9.35390, -29.08661], [-4.08295, -7.93580, -28.80871], [-5.34683, -7.36648, -29.25806], [-5.62611, -7.54031, -30.74147], [-6.22579, -8.83099, -30.92309], [-6.46953, -9.05570, -32.29924], [-0.22477, -10.97587, -28.57040], [-0.22916, -9.79372, -27.30156], [0.57850, -9.48120, -28.85962], [-2.62565, -9.64434, -27.29587], [-2.62159, -10.95023, -28.44294], [-4.68835, -9.92916, -28.68215], [-3.80188, -9.59689, -30.15200], [-3.31033, -7.36078, -29.12284], [-5.27758, -6.30573, -28.99651], [-6.20053, -7.72976, -28.67805], [-4.68973, -7.56999, -31.31478], [-6.27303, -6.76648, -31.16972], [-7.07527, -8.26807, -32.75170], [-7.04765, -9.97796, -32.38328], [-5.52872, -9.23979, -32.82562], [-10.21372, -3.54948, -25.16205], [-8.93513, -3.09621, -25.54930], [-8.01486, -3.03921, -24.48487], [-6.57877, -3.14680, -24.99964], [-6.38567, -2.15606, -26.05957], [-5.23297, -2.46794, -26.88616], [-3.90227, -2.28636, -26.12343], [-2.96479, -3.19541, -26.65246], [-1.87411, -3.39643, -25.80626], [-10.21434, -4.63997, -25.06341], [-10.87836, -3.32848, -25.99887], [-10.59077, -3.04136, -24.27225], [-8.18324, -3.84381, -23.76189], [-8.08045, -2.04054, -24.03018], [-6.47914, -4.17701, -25.38018], [-5.85471, -2.97863, -24.20563], [-7.24616, -2.04319, -26.57429], [-5.19598, -1.90454, -27.81466], [-5.25763, -3.54647, -27.10873], [-3.99333, -2.49955, -25.05545], [-3.63695, -1.23247, -26.26568], [-1.21728, -4.16563, -26.23212], [-2.09409, -3.81203, -24.81838], [-1.21244, -2.52268, -25.79618], [-4.45905, -3.23622, -20.94854], [-4.39204, -4.70372, -21.30333], [-2.99726, -5.04930, -21.81611], [-1.91696, -5.17940, -20.75443], [-2.36637, -6.14844, -19.67008], [-3.72490, -5.77426, -19.05339], [-4.68806, -5.55362, -20.13311], [-5.94090, -5.21872, -19.58205], [-4.13544, -6.99607, -18.20650], [-3.59813, -4.61933, -18.05017], [-5.40502, -5.07699, -22.38043], [-4.43424, -2.56709, -21.82107], [-3.67437, -2.83708, -20.30665], [-5.39927, -2.91914, -20.48831], [-2.97592, -5.87733, -22.53123], [-2.65160, -4.27767, -22.52156], [-1.65385, -4.23415, -20.26849], [-1.01729, -5.51594, -21.27700], [-1.57458, -6.23324, -18.92122], [-2.39657, -7.13147, -20.15606], [-3.30443, -7.34685, -17.59897], [-4.99514, -6.76540, -17.57597], [-4.45700, -7.78793, -18.88767], [-2.87220, -4.86685, -17.27148], [-3.16369, -3.73538, -18.52007], [-4.56114, -4.41609, -17.58967], [-5.28944, -4.63388, -23.37592], [-6.40705, -4.77064, -22.07485], [-5.33508, -6.13273, -22.64726], [-6.58708, -5.76897, -20.08272]],
  "forces_ev_per_a": [[-0.5637, 0.0857, 0.5263], [-0.2614, 0.7539, -0.9289], [0.2997, 0.9706, 0.1848], [0.2092, -0.4917, 0.0669], [0.0516, 0.0768, -0.0450], [0.1224, -0.1583, -0.0428], [0.2005, -0.0213, -0.0410], [-0.1811, -0.3341, 0.1642], [0.0072, -0.7880, 0.2806], [0.0291, -0.0423, 0.2284], [0.1507, -0.0186, -0.3497], [-0.0893, 0.0331, -0.0755], [0.6291, -0.0443, -1.1421], [-1.8274, 1.1655, 0.9333], [0.5907, -0.7602, -0.1929], [0.2693, -0.2932, 0.0095], [-0.2522, 0.2255, 0.2858], [0.0884, -0.2756, 0.4698], [0.1652, 0.0710, -0.0232], [-0.0045, -0.4753, -0.1102], [-0.1466, 0.4142, -0.3928], [0.0333, -0.0434, 0.0182], [0.2109, 0.0095, 0.1309], [0.3218, 0.0770, -0.1235], [-0.3188, -0.1204, -0.8108], [-0.0349, -0.5587, 0.2564], [-0.5031, 0.7236, 0.6731], [0.5234, -0.2414, -0.0695], [0.0142, 0.2523, 0.2014], [0.1340, 0.1164, 0.0475], [0.2833, -0.0242, 0.1004], [-0.1807, 0.0154, 0.1202], [0.3453, -0.0627, -0.1383], [-0.0204, -0.0531, -0.3916], [0.1310, -0.1114, -0.1068], [-0.3868, 0.0186, -0.1504], [0.0254, 0.1807, -0.1462], [0.1411, -0.1967, 0.3434], [-0.4453, -0.3756, -1.2148], [-0.0654, -0.2943, 0.1759], [0.1014, -0.0162, 0.1183], [0.0340, -0.0825, 0.0249], [-0.0518, -0.1236, 0.0353], [0.5291, -1.3433, -0.5539], [0.0578, 0.2315, 0.4300], [0.1389, 0.0936, -0.0370], [0.2188, 0.0458, 0.6106], [0.1214, 0.3348, -0.4676], [-0.2770, -0.7403, -0.1990], [0.1243, -0.5958, -0.6198], [-0.6945, 1.4341, 0.8200], [0.7706, -0.5380, -0.2510], [-0.1921, 0.0953, 0.9848], [-1.2582, -0.6057, -2.2160], [1.2809, -0.3810, 0.5858], [-0.1636, -0.1927, -0.0027], [0.2383, -0.2123, -0.1189], [-0.0105, -0.0135, -0.0133], [0.1073, 0.2742, 0.4238], [0.2051, 0.4803, 0.0128], [0.1010, 0.0202, -0.3081], [0.0569, -0.1520, 0.1092], [0.0725, -0.1041, -0.0402], [-0.3042, -0.1251, 0.0584], [0.2427, 0.0340, -0.2482], [0.0081, -0.0190, 0.0695], [0.2023, 0.5685, 0.7045], [-0.6188, 0.2533, 0.1190], [0.1484, 0.2396, 0.0023], [-0.0551, 0.0651, 0.0194], [-0.2607, 0.1289, 0.0690], [0.1688, 0.1276, 0.1114], [-0.3769, -0.5970, -1.0769], [0.9731, 0.0880, 0.7268], [-0.8155, -0.6895, 0.5502], [-1.0495, 0.5058, -2.1425], [0.2761, 0.0420, 1.7037], [0.5059, -0.7715, 0.0781], [0.3214, 0.1627, -0.5185], [-0.6089, -0.0898, -0.3407], [0.8609, 0.0783, 0.1046], [0.1739, 0.0464, 0.4830], [0.1625, -0.0983, 0.1216], [-0.1747, 0.3605, 0.1660], [0.1776, 0.2533, 0.4249], [0.0138, 0.2597, -0.3988], [-0.1451, -0.2324, 0.5571], [0.5638, -0.1312, -0.0550], [0.1858, -0.0658, -0.0856], [-0.1888, 0.4387, 0.1224], [-0.0932, 0.0436, -0.1810], [0.1232, 0.0981, 0.1468], [-0.2877, -0.2055, 0.1938], [0.0017, 0.2139, -0.2148], [-0.3983, 0.3741, -0.0051], [-0.1572, -0.3554, 0.3369], [1.0364, -0.4735, -0.3383], [-0.2417, -0.4064, 0.6377], [0.0395, -0.3099, -0.6201], [-0.1854, 0.1777, 0.5161], [-0.3520, -0.3621, 0.5496], [0.3789, 0.5747, -0.1077], [-0.0128, -0.9722, -0.0535], [-0.3036, 0.6611, -0.2951], [-0.1816, -0.9123, 0.3912], [-0.4517, -0.0458, -0.1567], [-0.2922, 0.4479, 0.0454], [-0.1047, 0.3151, 0.1053], [-0.1155, 0.3054, 0.0324], [0.1842, -0.0348, -0.1447], [-0.1053, 0.0893, -0.0384], [0.1713, 0.0324, -0.0505], [0.1944, -0.1071, -0.1161], [-0.1182, 0.0666, -0.2398], [0.0878, -0.3463, -0.0630], [0.1273, 0.4276, 0.1046], [-0.0672, 0.0589, 0.1536], [0.2401, 0.2420, -0.0713], [0.0051, 0.0142, 0.1191], [0.0222, 0.3796, -0.2211], [-0.2958, 0.4075, -0.6494], [0.0270, -0.3774, -0.2802], [0.9670, 0.6542, 0.6886], [-1.0848, 0.1216, -0.9623], [0.4541, 0.3153, 0.4707], [0.1779, -1.1162, 0.7224], [-0.8246, 0.3145, -0.2920], [-0.0942, -0.1125, -0.1084], [1.5403, -0.5475, -0.6372], [-0.5730, 1.1519, 0.7825], [-0.0625, 0.1335, 0.0561], [0.0722, -0.0001, -0.0271], [-0.0835, 0.1890, -0.0128], [-0.3073, -0.1535, 0.3273], [0.3738, 0.0023, -0.0232], [-0.2396, -0.0290, 0.1299], [0.1102, -0.1138, -0.2634], [-0.2274, 0.1079, 0.0007], [0.0565, -0.0240, -0.4621], [-0.2937, 0.1767, 0.0443], [0.5832, -0.0692, 0.2400], [-0.3429, -0.0651, -0.3147], [-0.4685, 0.5978, 0.1994], [-0.2871, 0.2414, 0.5825], [-0.5674, 1.8750, -0.3520], [0.4613, -0.1097, 0.1214], [0.8708, 0.7945, -0.8418], [-0.1424, -0.0521, 0.1417], [0.5244, -0.0500, -0.8474], [0.5780, -0.4142, 0.7550], [0.1700, -1.1217, -0.3582], [-0.3316, 0.1721, 0.1472], [-0.7914, 0.0007, -0.7293], [0.7518, 0.2994, -0.3515], [-0.4205, 0.2590, -0.6470], [0.2182, -0.4456, -0.2954], [0.1852, -0.4711, 0.0612], [-0.0398, -0.5703, 0.2317], [-0.3542, -0.6472, 0.6794], [-0.3813, 0.4306, 0.2890], [-0.1870, 0.1923, -0.3244], [0.1292, -0.1135, 0.3104], [-0.2947, 0.1094, 0.3006], [-0.4482, -0.1000, 0.2235], [0.0302, 0.0576, 0.0606], [0.0936, 0.0426, 0.1058], [0.1848, -0.1418, 0.0763], [-0.1835, -0.2925, 0.0993], [-0.3901, 0.1668, 0.0353], [-0.0088, 0.2262, -0.0864], [0.6288, 0.4854, 0.5147], [-0.0605, -0.4252, 0.0525], [-0.2944, -0.1678, 0.6219], [0.1552, 0.0676, 0.0047]],
  "largest_force_ev_per_a": 2.62,
  "homo_lumo_gap_ev": 8.52,
  "e_above_lowest_kj_mol": 163.2,
  "homo_energy_ev": -7.88,
  "smiles": "CC1(C)CCCC(C)(C)N1O.COCCNCCOC.COCCNCCOC.COCCNCCOC.COCCNCCOC.CC(C)O.CC(C)O.CC(C)O.CC(C)O"
}